# 1
The following is a quantum chemistry calculation of one molecule with the formula C3H2ClNO, from the Open Molecules 2025 dataset.

Each atom is followed by the atoms it is bonded to, with distances in Å.
Atoms and positions in Å:
1 Cl -1.00361 1.38696 -0.95740  C3 1.717
2 O 0.50070 -1.72516 0.79950  C4 1.400, C5 1.333
3 C -0.13083 0.17248 -0.11369  Cl1 1.717, C4 1.354, N8 1.381
4 C -0.52305 -1.11112 0.06737  O2 1.400, C3 1.354, H6 1.087
5 C 1.38929 -0.74381 0.95423  O2 1.333, H7 1.061, N8 1.311
6 H -1.35059 -1.75787 -0.21200  C4 1.087
7 H 2.23086 -0.92624 1.57376  C5 1.061
8 N 1.10900 0.42882 0.43866  C3 1.381, C5 1.311

Results
* energy above the lowest of the compared OMol25 structures with the same formula, charge and spin: 0.0 kcal/mol
* total charge: 0
* largest force on an atom: 0.03744 hartree/bohr
* orbital gap: 10.5 eV
* spin multiplicity: 1
* SMILES string: Clc1cocn1

---

# 2
The following is a quantum chemistry calculation of a 5-piece molecular cluster, C12H32ClO16S4 overall, from the Open Molecules 2025 dataset.

Each atom is followed by the atoms it is bonded to, with distances in Å.
Atoms and positions in Å:
1 H -0.40633 -1.75110 -4.90731  C4 1.084
2 H -3.30210 -3.42647 4.91189  C46 1.093
3 O 2.68961 0.68663 -1.06684  Cl59 1.423
4 C -0.05071 -0.76682 -4.62630  H1 1.084, H16 1.086, H41 1.088, S45 1.859
5 O 0.94010 -0.64148 -7.14854  S45 1.426
6 H 4.94092 3.25367 -2.65188  C60 1.091
7 H 3.51357 1.32704 2.68947  C33 1.081
8 O 0.40808 0.73430 -1.55927  Cl59 1.441
9 H 3.63555 3.28515 -1.46284  C60 1.090
10 O -3.45596 2.50193 1.68212  S28 1.425
11 H -2.13194 0.59774 -0.06393  C34 1.088
12 H 1.50302 4.19710 -4.60184  C14 1.090
13 H -4.15470 -1.50115 3.68494  C61 1.092
14 C 1.98890 3.38409 -5.14082  H12 1.090, H36 1.087, C48 1.527, H63 1.093
15 O 6.64719 1.68532 1.72440  S56 1.447
16 H -0.82882 -0.12596 -4.22118  C4 1.086
17 H 0.40292 -3.53113 0.27080  C27 1.091
18 H 6.68889 3.00931 -0.86841  C52 1.086
19 O -0.65563 1.13519 -6.37476  S45 1.450
20 H 0.44889 2.18932 -4.26927  C48 1.092
21 S -1.76531 -4.11659 1.03147  O24 1.450, C27 1.748, O44 1.653, O50 1.444
22 H -3.04014 -5.16861 4.83101  C46 1.090
23 O 1.19487 0.23243 0.67390  Cl59 1.460
24 O -1.63364 -5.55401 0.89004  S21 1.450
25 H 1.97634 1.73400 -3.66296  C48 1.092
26 H -6.51668 -0.62957 4.48903  C38 1.092
27 C -0.23604 -3.27486 1.11684  H17 1.091, S21 1.748, H51 1.089, H53 1.086
28 S -3.70410 1.10500 1.55154  O10 1.425, C34 1.805, O39 1.448, O62 1.619
29 O 5.41528 3.47914 0.63925  C52 1.464, S56 1.632
30 O 5.33391 3.32044 3.13617  S56 1.456
31 H -2.48355 -0.80469 0.96978  C34 1.088
32 H -4.34304 -3.60754 2.54316  C54 1.092
33 C 3.93600 1.54248 1.71748  H7 1.081, H35 1.085, S56 1.821, H58 1.085
34 C -2.22616 0.25277 0.96343  H11 1.088, S28 1.805, H31 1.088, H55 1.084
35 H 4.27913 0.66568 1.17778  C33 1.085
36 H 1.83078 3.43658 -6.21541  C14 1.087
37 H 4.76665 4.57894 -1.48667  C60 1.093
38 C -5.51634 -0.20784 4.60603  H26 1.092, C61 1.523, H64 1.089, H65 1.093
39 O -4.81523 0.59448 0.77648  S28 1.448
40 O 1.51497 -1.31571 -1.09291  Cl59 1.458
41 H 0.76968 -0.80353 -3.91331  C4 1.088
42 H 5.41535 1.76036 -0.55975  C52 1.088
43 H -4.63417 -4.46520 4.78420  C46 1.096
44 O -2.26253 -3.75324 2.56543  S21 1.653, C54 1.429
45 S 0.43863 0.21638 -6.12614  C4 1.859, O5 1.426, O19 1.450, O49 1.637
46 C -3.61252 -4.34421 4.40573  H2 1.093, H22 1.090, H43 1.096, C54 1.514
47 H -3.72004 -5.27387 2.49423  C54 1.091
48 C 1.48588 2.05358 -4.58462  C14 1.527, H20 1.092, H25 1.092, O49 1.444
49 O 1.73908 1.06351 -5.60491  S45 1.637, C48 1.444
50 O -2.55149 -3.37711 0.07207  S21 1.444
51 H 0.26645 -3.62704 2.01590  C27 1.089
52 C 5.64252 2.82030 -0.64805  H18 1.086, O29 1.464, H42 1.088, C60 1.515
53 H -0.40206 -2.20713 1.00836  C27 1.086
54 C -3.55207 -4.27300 2.89482  H32 1.092, O44 1.429, C46 1.514, H47 1.091
55 H -1.38217 0.50243 1.59700  C34 1.084
56 S 5.47011 2.49776 1.94243  O15 1.447, O29 1.632, O30 1.456, C33 1.821
57 H -5.28913 -0.81814 2.53682  C61 1.093
58 H 3.37638 2.22297 1.08478  C33 1.085
59 Cl 1.42828 0.10208 -0.76191  O3 1.423, O8 1.441, O23 1.460, O40 1.458
60 C 4.69374 3.49594 -1.61742  H6 1.091, H9 1.090, H37 1.093, C52 1.515
61 C -4.66324 -0.57768 3.39958  H13 1.092, C38 1.523, H57 1.093, O62 1.423
62 O -3.83408 0.52786 3.05871  S28 1.619, C61 1.423
63 H 3.07227 3.46373 -5.02090  C14 1.093
64 H -5.64841 0.85571 4.80192  C38 1.089
65 H -5.03561 -0.56766 5.51918  C38 1.093

Results
* energy above the lowest of the compared OMol25 structures with the same formula, charge and spin: 26.3 kcal/mol
* total charge: -1
* largest force on an atom: 0.03705 hartree/bohr
* orbital gap: 9.6 eV
* spin multiplicity: 1

---

# 3
The following is a quantum chemistry calculation of one molecule with the formula C5H9BO, from the Open Molecules 2025 dataset.

Each atom is followed by the atoms it is bonded to, with distances in Å.
Atoms and positions in Å:
1 C 2.40610 -1.36983 -1.60750  H2 1.111, C3 1.278
2 H 2.92747 -1.18079 -0.64446  C1 1.111
3 C 1.19869 -1.33538 -2.02642  C1 1.278, H5 1.231, C13 1.550
4 H 0.69605 -1.28740 0.71124  C9 1.062
5 H 0.87868 -1.55344 -3.19489  C3 1.231
6 H -1.22068 2.56303 2.76372  C7 1.041
7 C -1.33791 2.07529 1.85211  H6 1.041, O8 1.460, H12 1.163, H15 1.000
8 O -0.05243 2.00590 1.16350  C7 1.460, B14 1.314
9 C -0.00378 -0.60562 0.29454  H4 1.062, H10 1.074, C13 1.542, B14 1.637
10 H -0.98361 -0.49135 0.71816  C9 1.074
11 H -0.60688 -0.33512 -1.87982  C13 1.144
12 H -1.74351 1.09184 2.32122  C7 1.163
13 C -0.06879 -1.06042 -1.17777  C3 1.550, C9 1.542, H11 1.144, H16 1.020
14 B 0.48100 0.91463 0.66204  O8 1.314, C9 1.637
15 H -1.96911 2.49923 1.20305  C7 1.000
16 H -0.60131 -1.93057 -1.15872  C13 1.020

Results
* energy above the lowest of the compared OMol25 structures with the same formula, charge and spin: 134.5 kcal/mol
* total charge: 0
* largest force on an atom: 0.09233 hartree/bohr
* orbital gap (alpha / beta): 9.0 / 6.2 eV
* spin multiplicity: 1

---

- What is the spin multiplicity in the second record?
  1